1.
# C4H12NOP

A cluster of 2 separate species, C4H12NOP in total in a non-equilibrium geometry (ωB97M-V with the def2-TZVPD basis set, the OMol25 dataset).

```
! RIJCOSX wB97M-V def2-TZVPD def2/J DEFGRID3
* xyz 0 1
C -2.89743 -0.94876 0.41225
C 2.23361 -0.69746 1.01448
C 2.00499 0.61446 -1.76677
C -1.98250 0.28881 0.57891
N -1.58204 0.53076 -0.76323
O 2.20897 2.04557 0.48575
P 1.58914 0.81875 0.03959
H -3.24644 -1.19366 1.43178
H -3.76248 -0.90290 -0.26623
H -2.27065 -1.85524 0.13103
H 1.79103 -0.73780 2.01578
H 1.92678 -1.59186 0.37910
H 3.30196 -0.65780 1.20201
H 2.46311 -0.43585 -1.96682
H 0.98511 0.74854 -2.26711
H 2.60773 1.40373 -2.01741
H -2.49436 1.17750 1.08759
H -1.23307 -0.15533 1.13984
H -1.64344 1.54853 -0.87054
*
```

Calculated values
Energy above the lowest of the compared OMol25 structures with the same formula, charge and spin in kcal per mole: 122.16
E_HOMO (spin up / spin down) in hartree: -0.2984 / -0.3596

---

2.
# C4H12NOP3

A structure of composition C4H12NOP3 in a non-equilibrium geometry (ωB97M-V with the def2-TZVPD basis set, the OMol25 dataset).

```
! RIJCOSX wB97M-V def2-TZVPD def2/J DEFGRID3
* xyz 0 1
C 0.11491 0.38147 -1.70742
C -2.68748 0.37343 -0.45846
C -1.73683 -0.93323 -0.59211
C -0.26829 -0.50046 -0.58245
N 0.18507 -0.00410 0.64641
O 1.16974 0.96473 -1.78129
P 3.02152 -0.67711 0.50138
P 2.35516 1.98746 0.17325
P 0.36134 1.57877 1.04076
H -0.62425 0.72512 -2.58083
H -2.09245 1.08349 -1.05811
H -2.76175 0.62943 0.58690
H -3.76779 0.31922 -0.81296
H -1.78533 -1.61190 0.27972
H -2.07117 -1.34300 -1.50659
H 0.22359 -1.34836 -0.86917
H 2.33294 -1.67754 -0.20323
H 2.03177 -0.58220 1.51209
H 2.11903 2.75878 -0.99243
H 2.62800 3.13639 0.91563
H 1.09080 1.18961 2.25163
*
```

Calculated values
Energy above the lowest of the compared OMol25 structures with the same formula, charge and spin in kcal per mole: 73.39
E_HOMO (spin up / spin down) in hartree: -0.2694 / -0.3041

---

3.
# C4H12NOS

A cluster of 3 separate species, C4H12NOS in total in a non-equilibrium geometry (ωB97M-V with the def2-TZVPD basis set, the OMol25 dataset).

```
! RIJCOSX wB97M-V def2-TZVPD def2/J DEFGRID3
* xyz 0 2
C -0.31274 0.25594 -0.91240
C -0.09891 -0.14504 -2.35307
S 0.12719 -1.88422 -2.51248
C 0.77779 0.04024 0.10480
N 0.30818 0.53686 1.46951
C 0.55428 -0.48975 2.46760
H -1.19247 -0.28546 -0.54285
H -0.47287 1.35121 -0.78859
H -0.79198 0.21278 -3.10476
H 1.08154 0.21548 -2.72553
H 1.74034 0.55322 -0.03204
H 0.99384 -1.05261 0.13297
H 1.87784 0.62723 -2.67702
H 1.55968 -0.57088 2.86993
H -0.14781 -0.23877 3.29527
H 0.20565 -1.49625 2.20517
H -3.05255 0.70890 0.49116
H -0.71318 0.68803 1.40817
O -2.44383 0.97310 1.20418
*
```

Calculated values
Energy above the lowest of the compared OMol25 structures with the same formula, charge and spin in kcal per mole: 142.59
Expectation value of S²: 0.753
E_HOMO (spin up / spin down) in hartree: -0.3128 / -0.3125

---

4.
# C4H12NOS

A cluster of 2 separate species, C4H12NOS in total in a non-equilibrium geometry (ωB97M-V with the def2-TZVPD basis set, the OMol25 dataset).

```
! RIJCOSX wB97M-V def2-TZVPD def2/J DEFGRID3
* xyz 0 2
C -0.78423 -1.08772 -0.73039
N -0.23736 -0.11221 0.19443
C 1.22243 -0.26157 0.35807
C 1.78306 0.25057 1.71237
S 3.56460 0.02844 1.85784
C -2.24268 -0.75593 -1.00149
H -0.19995 -1.06362 -1.65322
H -0.66428 -2.08720 -0.34183
H -0.72232 -0.04017 1.12406
H 1.76653 0.14270 -0.50789
H 1.47885 -1.33491 0.37713
H 1.26500 -0.31470 2.45726
H 1.56927 1.32208 1.71046
H -2.28808 0.18345 -1.56513
H -2.80641 -1.51852 -1.53581
H -2.67616 -0.61780 -0.02034
H -0.18954 1.64114 -0.66156
H 0.41664 3.13189 -0.67343
O -0.25536 2.49410 -1.10055
*
```

Calculated values
Energy above the lowest of the compared OMol25 structures with the same formula, charge and spin in kcal per mole: 9.36
Expectation value of S²: 0.753
E_HOMO (spin up / spin down) in hartree: -0.3458 / -0.3385

---

5.
# C4H12NOS

A cluster of 2 separate species, C4H12NOS in total in a non-equilibrium geometry (ωB97M-V with the def2-TZVPD basis set, the OMol25 dataset).

```
! RIJCOSX wB97M-V def2-TZVPD def2/J DEFGRID3
* xyz 0 2
C -0.35670 0.45250 1.13907
C -1.63875 0.14538 0.35331
S -2.88526 -0.38117 1.51948
C 0.88191 0.76170 0.28121
N 1.08153 -0.18019 -0.85372
C 0.60390 0.34354 -2.12669
H -0.11265 -0.40959 1.75752
H -0.48520 1.31214 1.77865
H -2.10007 1.04628 -0.07319
H -1.37230 -0.55413 -0.43714
H 1.71844 0.60729 0.96248
H 0.82399 1.75542 -0.12949
H 0.50479 -0.99807 -0.68482
H 1.13908 1.23043 -2.46460
H 0.70787 -0.40282 -2.88555
H -0.44216 0.66067 -2.06718
H 3.10215 -0.44369 -0.96008
H 4.38359 -0.34334 -0.20978
O 4.04738 -0.67451 -1.05088
*
```

Calculated values
Energy above the lowest of the compared OMol25 structures with the same formula, charge and spin in kcal per mole: 11.28
Expectation value of S²: 0.753
E_HOMO (spin up / spin down) in hartree: -0.3418 / -0.3310

---

6.
# C4H12NOSi

The ion C4H12NOSi with charge +1 in a non-equilibrium geometry (ωB97M-V with the def2-TZVPD basis set, the OMol25 dataset).

```
! RIJCOSX wB97M-V def2-TZVPD def2/J DEFGRID3
* xyz 1 1
C -0.84243 1.61507 0.31685
C 1.58638 -0.22027 1.74260
C 1.55540 0.73051 -1.21769
C -0.89480 -1.36613 0.06967
N -1.98112 -0.93224 -0.85792
O -1.98499 1.42801 -0.01367
Si 0.45109 0.12181 0.18283
H -0.54174 2.57627 0.70736
H 1.14125 -0.44212 2.74415
H 2.20188 -1.03665 1.32068
H 2.31268 0.70725 1.90287
H 1.75589 1.75819 -1.18592
H 2.54149 0.26902 -1.17378
H 1.15012 0.77274 -2.22488
H -0.37692 -2.33896 -0.09254
H -1.36493 -1.20850 1.07550
H -1.75844 -0.99646 -1.88160
H -2.87772 -1.49794 -0.75807
H -2.07307 0.06042 -0.65645
*
```

Calculated values
Energy above the lowest of the compared OMol25 structures with the same formula, charge and spin in kcal per mole: 22.17
E_HOMO in hartree: -0.4980

---

7.
# C4H12NP

A cluster of 2 separate species, C4H12NP in total in a non-equilibrium geometry (ωB97M-V with the def2-TZVPD basis set, the OMol25 dataset).

```
! RIJCOSX wB97M-V def2-TZVPD def2/J DEFGRID3
* xyz 0 3
C 1.38993 -0.20074 0.90133
C 2.64733 -0.76325 0.37533
C -0.85171 1.57281 0.04514
C 0.33655 -0.97650 -1.58518
N -3.54449 0.53917 1.00571
P -0.14704 -0.33378 0.10677
H 1.43515 0.12427 1.96305
H 2.95947 -0.47098 -0.62942
H 2.49405 -1.80949 0.17996
H 3.45197 -0.74340 1.19719
H -0.47913 2.02392 -0.83055
H -1.96156 1.57953 0.19306
H -0.51458 1.94180 0.99696
H 0.46256 -2.03249 -1.57453
H -0.54129 -0.76379 -2.17443
H 1.25437 -0.57969 -1.92280
H -4.15547 0.93888 0.27989
H -4.23611 -0.04628 1.47253
*
```

Calculated values
Energy above the lowest of the compared OMol25 structures with the same formula, charge and spin in kcal per mole: 58.40
Expectation value of S²: 2.012
E_HOMO (spin up / spin down) in hartree: -0.2360 / -0.3016

---

8.
# C4H12NPS2

An isolated molecule of C4H12NPS2 in a non-equilibrium geometry (ωB97M-V with the def2-TZVPD basis set, the OMol25 dataset).

```
! RIJCOSX wB97M-V def2-TZVPD def2/J DEFGRID3
* xyz 0 1
C 0.35012 2.83206 -0.41003
C 1.22222 -2.49052 0.93044
C -1.41382 -1.06725 -1.43010
C 0.19462 1.67294 0.55528
N 0.48558 -1.19090 0.95951
P 1.10088 0.06437 -0.12491
S 3.07419 0.18233 -0.34556
S 0.19905 -0.41077 -1.97323
H 1.21902 3.39947 -0.37368
H 0.34678 2.25233 -1.31425
H -0.51650 3.41059 -0.50926
H 1.96638 -2.47996 1.70858
H 0.60856 -3.36075 1.04720
H 1.67392 -2.67106 -0.12903
H -2.34272 -0.32102 -1.72122
H -1.46458 -1.02772 -0.27317
H -1.50764 -2.03894 -1.96076
H -0.86388 1.18804 0.56211
H 0.34195 1.61959 1.66763
H 0.36932 -0.92388 1.94691
*
```

Calculated values
Energy above the lowest of the compared OMol25 structures with the same formula, charge and spin in kcal per mole: 38.44
E_HOMO in hartree: -0.3106

---

9.
# C4H12NS

The ion C4H12NS with charge +1 in a non-equilibrium geometry (ωB97M-V with the def2-TZVPD basis set, the OMol25 dataset).

```
! RIJCOSX wB97M-V def2-TZVPD def2/J DEFGRID3
* xyz 1 1
C -0.02018 0.77364 1.15679
C 0.26204 1.53398 -1.34765
C -0.27400 0.42839 -0.31401
C 0.22382 -0.98738 -0.67140
N -0.65046 -2.01643 0.12110
S 1.99475 -1.32712 -0.21909
H 1.04755 1.05929 1.34541
H -0.67178 1.68554 1.39618
H -0.33467 -0.08177 1.80009
H 1.17826 1.15252 -1.88206
H -0.48494 1.67448 -2.21288
H 0.41182 2.44312 -0.78581
H -1.43794 0.35915 -0.87628
H 0.04578 -1.18177 -1.77600
H -0.65218 -2.94993 -0.17143
H -1.62029 -1.55514 -0.14937
H -0.50888 -1.90487 1.18573
H 2.28765 -2.11117 -1.26588
*
```

Calculated values
Energy above the lowest of the compared OMol25 structures with the same formula, charge and spin in kcal per mole: 41.04
E_HOMO in hartree: -0.5139

---

10.
# C4H12NS

The ion C4H12NS with charge +1 in a non-equilibrium geometry (ωB97M-V with the def2-TZVPD basis set, the OMol25 dataset).

```
! RIJCOSX wB97M-V def2-TZVPD def2/J DEFGRID3
* xyz 1 1
C 1.77733 -0.31093 -1.25081
C 0.61325 0.32070 -0.49897
C -0.78351 -0.25721 -0.64484
C -1.76303 -0.28687 0.50701
S -1.94811 1.38653 1.18537
N 1.09430 0.22503 1.00277
H 2.15277 -1.19972 -0.76099
H 2.58912 0.40339 -1.40354
H 1.44042 -0.67846 -2.21394
H 0.51904 1.38571 -0.68578
H -1.26592 0.16210 -1.53126
H -0.73465 -1.29987 -1.01464
H -1.62130 -1.08326 1.23741
H -2.73657 -0.67459 0.16134
H -2.91703 1.15619 1.98730
H 0.42515 0.66261 1.65944
H 1.90780 0.83764 1.01787
H 1.25094 -0.74903 1.24627
*
```

Calculated values
Energy above the lowest of the compared OMol25 structures with the same formula, charge and spin in kcal per mole: 11.45
E_HOMO in hartree: -0.4855

---

11.
# C4H12NS

A cluster of 2 separate species, C4H12NS in total (ωB97M-V with the def2-TZVPD basis set, the OMol25 dataset).

```
! RIJCOSX wB97M-V def2-TZVPD def2/J DEFGRID3
* xyz 1 1
C -2.76663 0.06059 -0.36840
C -0.72577 1.31152 -0.86858
N -1.32454 0.34162 -0.31340
H -3.23203 0.53581 0.49481
H -2.89185 -1.01311 -0.44413
H -3.19298 0.53407 -1.24991
H -1.30389 2.12153 -1.30481
H 0.34900 1.38001 -0.98216
H -0.77391 -0.30565 0.26501
C 1.25249 -0.05987 1.37571
C 1.90995 -0.43119 0.04070
S 3.10281 -1.83606 0.14446
H 2.02686 0.13629 2.11693
H 0.67343 -0.88389 1.80131
H 0.65966 0.84257 1.25455
H 1.14780 -0.73315 -0.67549
H 2.45189 0.43799 -0.33140
H 2.63770 -2.43908 -0.95521
*
```

Calculated values
Energy above the lowest of the compared OMol25 structures with the same formula, charge and spin in kcal per mole: 39.10
E_HOMO in hartree: -0.4510

---

12.
# C4H12NS2

A cluster of 3 separate species, C4H12NS2 in total in a non-equilibrium geometry (ωB97M-V with the def2-TZVPD basis set, the OMol25 dataset).

```
! RIJCOSX wB97M-V def2-TZVPD def2/J DEFGRID3
* xyz 1 1
C 1.05912 0.90424 1.11665
C -1.60477 -1.40537 -0.52286
C 0.23749 1.03140 -0.14623
C -2.86328 -1.08126 -0.58614
N 3.59107 -0.29694 -0.66539
S -1.22720 1.73257 -0.24012
S -3.60907 0.16299 0.51772
H 2.05063 1.15100 0.85245
H 0.70121 1.56063 1.88887
H 1.15681 -0.24643 1.27164
H -0.94680 -0.77630 0.01244
H -1.11366 -2.23069 -1.10379
H 0.79461 0.55972 -1.04316
H -3.72194 -1.52106 -1.06818
H 4.26265 0.40037 -0.24455
H 4.14197 -1.02738 -1.22726
H 3.23418 -0.88639 0.01881
H -1.29599 1.91431 1.08237
H -4.84702 0.05459 0.08674
*
```

Calculated values
Energy above the lowest of the compared OMol25 structures with the same formula, charge and spin in kcal per mole: 83.38
E_HOMO in hartree: -0.4670

---

13.
# C4H12O

A cluster of 2 separate species, C4H12O in total in a non-equilibrium geometry (ωB97M-V with the def2-TZVPD basis set, the OMol25 dataset).

```
! RIJCOSX wB97M-V def2-TZVPD def2/J DEFGRID3
* xyz 0 1
C -2.67332 -0.20352 0.92276
C -2.45807 -0.04381 -0.55787
H -2.99162 -1.19045 1.24773
H -1.70574 -0.03016 1.44028
H -3.15540 0.61312 1.46132
H -3.32923 0.09384 -1.19984
H -1.90921 -0.90566 -0.92413
H -1.84553 0.84785 -0.72956
C 2.79223 0.42542 -0.07854
C 1.68707 -0.28809 -0.86269
O 2.75200 0.04846 1.28729
H 3.76313 0.07063 -0.43066
H 2.80273 1.50397 -0.27241
H 1.61774 -1.32266 -0.54172
H 2.00875 0.45418 1.78421
H 1.90351 -0.27161 -1.93129
H 0.74096 0.19850 -0.61487
*
```

Calculated values
Energy above the lowest of the compared OMol25 structures with the same formula, charge and spin in kcal per mole: 16.78
E_HOMO in hartree: -0.3804